53
Properties=species:S:1:pos:R:3 method="wB97M-V/def2-TZVPD" e_homo_ha=-0.3005 multiplicity=1 smiles="O=c1c(O[C@@H]2O[C@H](CO)[C@@H](O)[C@H](O)[C@H]2O)c(-c2ccc(O)c(O)c2)oc2cc(O)cc(O)c12" largest_force_ha_per_bohr=0.01926 de_lowest_kcal_mol=0.0 lumo_ha=-0.017 gap_ev=7.716
O 1.97 2.03 1.09
C 2.01 0.85 0.66
C 3.28 0.23 0.35
C 3.32 -1.10 -0.10
C 4.52 -1.73 -0.42
C 5.71 -1.01 -0.30
C 5.69 0.31 0.14
C 4.50 0.94 0.48
O 4.54 2.20 0.90
H 3.60 2.46 1.10
H 6.61 0.87 0.24
O 6.85 -1.64 -0.63
H 7.61 -1.04 -0.50
H 4.53 -2.75 -0.76
O 2.20 -1.83 -0.20
C 0.99 -1.29 0.08
C 0.84 0.02 0.46
O -0.45 0.46 0.63
C -0.77 1.81 0.93
O -2.07 1.83 1.40
C -3.15 1.62 0.48
C -2.85 2.17 -0.92
O -4.06 2.59 -1.49
H -3.83 3.18 -2.22
C -1.85 3.32 -0.78
O -1.71 3.92 -2.04
H -0.98 4.55 -1.97
C -0.52 2.75 -0.28
O 0.29 3.84 0.03
H 1.09 3.49 0.47
H -0.08 2.15 -1.09
H -2.22 4.05 -0.05
H -2.40 1.38 -1.54
C -3.54 0.14 0.44
O -3.62 -0.38 1.75
H -2.99 0.12 2.28
H -2.79 -0.41 -0.14
H -4.52 0.03 -0.03
H -3.98 2.20 0.90
H -0.18 2.16 1.79
C -0.09 -2.27 -0.08
C 0.05 -3.30 -1.02
C -0.94 -4.24 -1.17
C -2.10 -4.18 -0.41
C -2.25 -3.15 0.54
C -1.24 -2.22 0.71
H -1.33 -1.47 1.47
O -3.41 -3.13 1.25
H -3.53 -2.24 1.64
O -3.08 -5.09 -0.57
H -3.80 -4.86 0.05
H -0.85 -5.03 -1.90
H 0.94 -3.34 -1.63

47
Properties=species:S:1:pos:R:3 method="wB97M-V/def2-TZVPD" e_homo_ha="-0.2560 / -0.2816" multiplicity=5 largest_force_ha_per_bohr=0.02786 lumo_ha="0.007 / -0.066" gap_ev="7.152 / 5.876"
Rh 1.07 -0.08 -2.67
S 0.06 -2.04 -3.53
S 1.46 -3.25 -4.23
S 3.30 -2.09 -4.49
S 3.25 -0.46 -3.34
C 0.61 -2.90 -0.02
C -0.77 -2.35 -0.14
C -1.88 -3.18 -0.11
C -3.16 -2.67 -0.26
C -3.35 -1.31 -0.45
C -2.26 -0.47 -0.47
C -0.97 -0.98 -0.30
P 0.46 0.13 -0.41
C 1.28 0.03 1.22
C 2.67 0.14 1.15
C 3.45 0.11 2.29
C 2.83 -0.03 3.52
C 1.46 -0.13 3.60
C 0.65 -0.11 2.46
C -0.83 -0.24 2.62
C -0.19 1.82 -0.49
C -0.25 2.66 0.61
C -0.64 3.98 0.47
C -0.87 4.50 -0.79
C -0.76 3.71 -1.91
C -0.47 2.33 -1.80
C -0.49 1.47 -2.95
H 0.62 -3.98 -0.13
H 1.05 -2.66 0.95
H 1.26 -2.47 -0.79
H -1.75 -4.24 0.05
H -4.01 -3.33 -0.25
H -4.34 -0.90 -0.58
H -2.39 0.60 -0.61
H 3.13 0.25 0.17
H 4.52 0.20 2.22
H 3.42 -0.06 4.42
H 0.98 -0.24 4.57
H -1.13 0.05 3.63
H -1.14 -1.28 2.46
H -1.37 0.38 1.91
H 0.00 2.28 1.59
H -0.74 4.60 1.35
H -1.12 5.55 -0.90
H -0.93 4.13 -2.89
H -0.66 1.97 -3.90
H -1.09 0.55 -2.83

65
Properties=species:S:1:pos:R:3 method="wB97M-V/def2-TZVPD" e_homo_ha="-0.3085 / -0.3080" multiplicity=2 largest_force_ha_per_bohr=0.06854 de_lowest_kcal_mol=129.8 lumo_ha="-0.066 / -0.117" gap_ev="6.589 / 5.205"
Ir 0.22 0.50 -0.85
C -1.09 3.12 2.06
C -0.13 2.72 1.13
N -0.72 1.97 0.19
N -2.03 1.87 0.49
C -2.27 2.55 1.62
B -2.91 0.98 -0.39
N -2.47 1.22 -1.84
C -3.14 1.75 -2.87
C -2.29 1.82 -3.96
C -1.09 1.30 -3.51
N -1.21 0.93 -2.23
N -2.52 -0.45 -0.03
C -3.20 -1.54 0.35
C -2.28 -2.52 0.67
C -1.03 -1.95 0.45
N -1.20 -0.69 0.03
N -4.37 1.30 -0.24
C -4.93 2.54 -0.13
C -6.29 2.40 -0.26
C -6.48 1.02 -0.47
N -5.33 0.36 -0.46
H -0.93 3.73 2.93
H 0.93 2.92 1.10
H -3.25 2.57 2.06
H -4.17 2.05 -2.77
H -2.52 2.19 -4.94
H -0.15 1.17 -4.03
H -4.27 -1.54 0.34
H -2.49 -3.51 1.02
H -0.05 -2.37 0.56
H -4.33 3.41 0.02
H -7.03 3.17 -0.22
H -7.40 0.48 -0.63
C 3.26 -4.36 2.62
C 3.07 -3.18 1.71
C 3.81 -3.08 0.53
C 3.72 -1.95 -0.25
C 2.87 -0.91 0.11
C 2.09 -1.03 1.25
C 2.21 -2.15 2.05
S 2.99 0.57 -0.88
O 4.37 0.72 -1.20
O 2.28 1.71 -0.23
N 2.02 0.35 -2.20
C 2.28 -0.65 -3.09
C 1.51 -2.15 -2.42
O 1.98 -3.10 -2.97
O 0.70 -1.84 -1.56
H 3.62 -5.23 2.08
H 2.33 -4.62 3.14
H 4.00 -4.10 3.38
H 4.49 -3.87 0.24
H 4.37 -1.82 -1.11
H 1.02 -0.01 2.49
H 1.64 -2.20 2.98
H 3.33 -0.89 -3.24
H 1.71 -0.57 -4.01
F 3.30 0.41 3.48
Te 4.05 1.29 1.85
F 5.23 1.96 3.12
F 5.36 -0.22 1.99
F 4.77 2.82 0.88
F 2.79 2.65 2.51
O 1.27 0.01 1.56

65
Properties=species:S:1:pos:R:3 method="wB97M-V/def2-TZVPD" e_homo_ha="-0.2997 / -0.3396" multiplicity=6 largest_force_ha_per_bohr=0.02397 de_lowest_kcal_mol=15.5 lumo_ha="0.017 / -0.105" gap_ev="8.610 / 6.373"
Ir 0.95 0.52 -0.38
C 3.52 3.93 0.76
C 2.88 3.15 -0.20
N 2.10 2.25 0.39
N 2.21 2.43 1.72
C 3.07 3.43 1.97
B 1.44 1.51 2.71
N 1.96 0.06 2.56
C 2.45 -0.84 3.42
C 2.73 -2.01 2.73
C 2.36 -1.74 1.42
N 1.90 -0.50 1.32
N -0.08 1.54 2.33
C -1.16 1.77 3.10
C -2.29 1.68 2.32
C -1.80 1.37 1.04
N -0.48 1.29 1.07
N 1.58 2.11 4.10
C 1.17 3.36 4.45
C 1.48 3.56 5.77
C 2.09 2.36 6.16
N 2.15 1.50 5.16
H 4.22 4.74 0.61
H 2.94 3.19 -1.28
H 3.31 3.72 2.98
H 2.58 -0.57 4.45
H 3.13 -2.92 3.13
H 2.39 -2.38 0.55
H -1.05 1.98 4.15
H -3.31 1.82 2.62
H -2.34 1.21 0.12
H 0.69 4.01 3.73
H 1.29 4.44 6.36
H 2.49 2.08 7.13
C -6.06 -1.78 -3.64
C -4.65 -1.55 -3.18
C -4.29 -1.73 -1.85
C -2.99 -1.52 -1.42
C -2.06 -1.11 -2.35
C -2.36 -0.93 -3.68
C -3.67 -1.16 -4.09
S 0.51 -1.71 -2.27
O 0.73 -2.63 -1.18
O 0.24 -2.35 -3.52
N 1.66 -0.60 -2.25
C 1.86 0.08 -3.43
C 0.74 1.56 -3.47
O 0.55 1.82 -4.62
O 0.49 1.92 -2.33
H -6.69 -2.16 -2.83
H -6.10 -2.49 -4.46
H -6.51 -0.85 -3.99
H -5.04 -2.06 -1.13
H -2.69 -1.68 -0.39
H -1.61 -0.62 -4.39
H -3.93 -1.03 -5.13
H 1.63 -0.45 -4.34
H 2.80 0.63 -3.45
F 1.15 -5.37 -0.68
Te 0.36 -4.90 -2.32
F -0.02 -6.72 -2.41
F -1.15 -4.51 -1.26
F -0.94 -4.89 -3.76
F 2.23 -4.46 -2.80
O -0.76 -0.82 -1.87

77
Properties=species:S:1:pos:R:3 method="wB97M-V/def2-TZVPD" e_homo_ha=-0.4008 multiplicity=1 largest_force_ha_per_bohr=0.07159 lumo_ha=0.004 gap_ev=11.006
C 6.65 -0.32 -5.47
O 5.50 -1.16 -5.54
C 4.67 -0.90 -6.65
C 3.26 -0.38 -6.27
O 2.70 -1.08 -5.11
S 1.33 -0.19 -4.82
O 1.36 0.14 -3.43
O 0.15 -0.86 -5.22
O 1.62 1.17 -5.72
C 3.06 1.09 -5.85
C 3.80 2.21 -6.60
C 3.72 3.50 -5.71
O 3.08 3.54 -4.76
Br 4.72 5.11 -6.22
H 7.56 -0.91 -5.68
H 6.62 0.56 -6.15
H 6.72 0.09 -4.44
H 5.10 -0.23 -7.42
H 4.50 -1.88 -7.16
H 2.54 -0.70 -7.05
H 3.50 1.11 -4.83
H 4.86 1.96 -6.71
H 3.36 2.48 -7.58
C -0.12 -1.26 -0.76
C -0.64 -2.67 -1.08
C -2.15 -2.83 -1.26
F -2.85 -2.44 -0.18
F -2.45 -4.13 -1.48
F -0.17 -3.53 -0.14
F -0.05 -3.05 -2.25
O 0.10 -0.93 0.62
C -0.99 -0.54 1.38
C -1.36 -1.56 2.46
F -1.56 -2.79 1.95
F -2.51 -1.20 3.08
F -2.02 -0.23 0.57
F -0.63 0.62 1.98
H 0.87 -1.20 -1.20
H -0.70 -0.49 -1.27
H -2.49 -2.25 -2.13
H -0.57 -1.63 3.21
C -2.00 -4.72 5.59
C -0.94 -3.72 6.10
C -0.22 -4.10 7.40
F -1.07 -4.27 8.43
F 0.64 -3.11 7.75
F -1.50 -2.50 6.19
F 0.01 -3.63 5.12
O -3.36 -4.47 5.94
C -3.82 -4.87 7.19
C -4.15 -3.69 8.10
F -3.11 -2.84 8.22
F -4.44 -4.13 9.35
F -2.94 -5.73 7.74
F -4.95 -5.58 6.97
H -1.99 -4.64 4.51
H -1.73 -5.75 5.80
H 0.36 -5.02 7.27
H -5.01 -3.13 7.72
C -1.11 4.13 -0.56
C -0.32 4.38 0.74
C -1.10 4.26 2.05
F -2.15 5.11 2.12
F -0.29 4.56 3.10
F 0.30 5.58 0.65
F 0.67 3.44 0.78
O -1.63 5.26 -1.25
C -2.83 5.81 -0.81
C -2.66 7.20 -0.19
F -1.74 7.20 0.80
F -3.83 7.62 0.35
F -3.45 4.95 0.02
F -3.62 5.92 -1.90
H -0.40 3.70 -1.26
H -1.88 3.36 -0.43
H -1.47 3.24 2.20
H -2.34 7.92 -0.95

63
Properties=species:S:1:pos:R:3 method="wB97M-V/def2-TZVPD" e_homo_ha=-0.1867 multiplicity=1 largest_force_ha_per_bohr=0.02396 de_lowest_kcal_mol=55.4 lumo_ha=0.083 total_charge=-1 gap_ev=7.333
Zr 0.23 0.67 0.22
Br 1.66 -3.34 -5.82
C 1.37 -2.66 -4.07
C 1.99 -3.27 -2.99
C 1.76 -2.76 -1.73
C 0.94 -1.64 -1.52
O 0.80 -1.20 -0.27
C 0.34 -1.01 -2.64
C -0.50 0.28 -2.55
N -1.23 0.25 -1.32
C -2.29 1.08 -1.03
C -2.94 1.99 -1.84
C -4.04 2.72 -1.37
C -4.51 2.60 -0.10
C -3.86 1.72 0.79
C -4.24 1.55 2.13
C -3.51 0.73 2.96
C -2.38 0.09 2.44
N -2.01 0.19 1.18
C -2.75 0.97 0.34
C 0.56 -1.55 -3.90
H 2.63 -4.13 -3.14
H 2.23 -3.20 -0.86
H -0.79 1.01 -4.27
H -2.60 2.12 -2.86
H -4.51 3.42 -2.05
H -5.36 3.18 0.26
H -5.09 2.10 2.51
H -3.77 0.60 4.00
H -1.73 -0.49 3.09
H 0.09 -1.10 -4.76
N 2.65 0.82 0.57
N 3.31 0.53 -0.65
C 2.56 0.86 -1.80
N 3.05 0.71 -2.99
N 1.35 1.38 -1.49
N 0.36 1.53 -2.50
O 0.86 1.85 -3.78
O -1.30 0.43 -3.68
H 2.75 1.80 0.86
H 3.04 0.23 1.30
H 4.26 0.89 -0.69
H 3.96 0.27 -2.98
H 1.73 1.36 -3.85
C 1.99 -0.15 4.43
O 2.76 -0.95 3.50
C 2.25 -1.95 2.81
O 2.92 -2.77 2.25
H 2.44 -0.30 5.41
H 0.95 -0.44 4.43
H 2.07 0.89 4.12
C -0.77 -3.22 1.56
C 0.21 -3.12 2.68
O 0.46 -3.95 3.50
O 0.89 -1.89 2.69
H -1.46 -4.04 1.75
H -0.19 -3.42 0.65
H -1.28 -2.28 1.39
O 1.87 3.42 1.90
Se 0.34 2.92 2.00
O -0.33 2.78 0.47
O 0.41 1.23 2.27
O -0.59 3.64 3.06

60
Properties=species:S:1:pos:R:3 method="wB97M-V/def2-TZVPD" e_homo_ha="-0.1354 / -0.1357" multiplicity=1 largest_force_ha_per_bohr=0.22980 lumo_ha="0.064 / 0.065" total_charge=-1 gap_ev="5.441 / 5.454"
Ce 0.64 -0.07 -2.00
O 2.63 3.14 -0.57
C 2.08 2.05 -1.16
O 0.90 1.81 -0.98
C 3.07 1.32 -2.05
O 2.67 0.02 -2.45
C 2.91 -0.96 -1.41
C 1.69 -1.90 -1.20
O 1.77 -3.01 -1.80
O 0.82 -1.48 -0.39
H 1.87 3.46 -0.03
H 4.05 1.28 -1.57
H 3.17 1.92 -2.97
H 3.13 -0.48 -0.45
H 3.78 -1.54 -1.70
N 1.12 -0.47 -5.51
C 0.60 0.75 -5.15
N 0.32 1.66 -6.13
N -0.17 2.75 -5.48
N -0.19 2.49 -4.16
N 0.29 1.25 -3.93
C 1.49 -1.56 -4.77
N 1.98 -2.66 -5.42
N 2.26 -3.56 -4.44
N 1.93 -3.02 -3.25
N 1.45 -1.77 -3.44
H 1.25 -0.58 -6.50
C -1.84 3.34 5.39
C -1.28 2.35 4.40
C -0.07 2.66 3.76
C 0.49 1.79 2.84
C -0.15 0.59 2.54
C -1.37 0.23 3.15
N -1.99 -1.03 2.83
C -1.68 -1.81 1.67
C -1.52 -3.20 1.85
C -1.15 -4.01 0.78
C -0.96 -3.47 -0.48
C -1.14 -2.10 -0.69
C -1.52 -1.25 0.37
C -1.80 0.18 0.05
O -2.58 0.82 0.74
O -1.25 0.78 -1.02
C -1.94 1.13 4.11
C -3.26 0.83 4.80
H -1.19 4.23 5.50
H -1.93 2.86 6.39
H -2.84 3.68 5.05
H 0.45 3.59 3.98
H 1.43 2.03 2.36
H 0.34 -0.07 1.83
H -2.49 -1.51 3.59
H -1.65 -3.64 2.83
H -1.02 -5.08 0.93
H -0.68 -4.10 -1.31
H -1.02 -1.72 -1.69
H -3.75 -0.10 4.48
H -3.98 1.65 4.57
H -3.10 0.78 5.89
H -1.04 -1.33 -2.56

50
Properties=species:S:1:pos:R:3 method="wB97M-V/def2-TZVPD" e_homo_ha="-0.2221 / -0.2941" multiplicity=3 largest_force_ha_per_bohr=0.00177 de_lowest_kcal_mol=0.0 lumo_ha="0.000 / -0.008" gap_ev="6.043 / 7.782"
Ti 0.30 -0.59 0.48
C -2.46 3.62 0.90
C -1.92 2.40 1.58
C -0.59 2.35 1.99
C -0.07 1.22 2.60
C -0.88 0.10 2.81
C -2.21 0.14 2.40
C -2.72 1.28 1.80
H -1.79 3.95 0.11
H -2.57 4.44 1.61
H -3.44 3.42 0.45
H 0.05 3.21 1.82
H 0.96 1.22 2.93
H -0.49 -0.77 3.33
H -2.84 -0.73 2.54
H -3.75 1.28 1.46
Cl -0.91 5.12 -3.87
C -0.92 3.68 -2.89
C -2.09 2.92 -2.81
C -2.10 1.79 -2.02
Cl -3.56 0.87 -1.88
C -0.97 1.35 -1.31
O -1.05 0.28 -0.55
C 0.22 2.14 -1.41
C 1.42 1.81 -0.72
O 1.60 0.77 0.06
C 0.21 3.30 -2.21
H -2.99 3.23 -3.34
H 2.27 2.47 -0.84
H 1.11 3.90 -2.29
S -0.56 -2.96 0.70
C 0.24 -3.00 -0.85
C 0.26 -4.09 -1.73
C 0.95 -3.96 -2.92
C 1.59 -2.76 -3.23
C 1.52 -1.73 -2.32
N 0.87 -1.86 -1.16
H -0.25 -5.00 -1.47
H 0.98 -4.78 -3.62
H 2.12 -2.63 -4.16
H 1.98 -0.76 -2.50
C 1.81 -2.72 3.65
Te 2.66 -1.54 2.11
C 3.19 -3.21 0.91
H 0.99 -3.30 3.23
H 1.44 -2.06 4.43
H 2.58 -3.37 4.07
H 3.99 -3.77 1.39
H 3.52 -2.84 -0.05
H 2.30 -3.83 0.79